1.
{"formula": "C2H5N5", "method": "the ωB97M-V functional and the def2-TZVPD basis", "e_above_lowest_kcal_mol": 95.2, "e_homo_ha": -0.3292, "total_energy_ev": -9601.8945, "smiles": "[H]/N=c1/cn[nH]n1N", "homo_lumo_gap_ev": 9.6, "spin_multiplicity": 1, "max_force_ev_per_a": 4.1, "elements": ["C", "C", "H", "H", "H", "H", "H", "N", "N", "N", "N", "N"], "positions_angstrom": [[1.4312, 1.0318, 0.0015], [-0.0508, 0.9862, -0.2461], [-1.3041, -1.0890, 1.0268], [-1.9567, -1.6763, -0.2327], [1.3618, -1.8003, -0.6337], [2.0681, 1.9230, -0.0208], [-1.7990, 1.3582, 0.0963], [-1.4603, -0.8694, 0.0830], [-0.2542, -0.3756, -0.4227], [0.9167, -1.0981, 0.1229], [1.9464, -0.1910, 0.1211], [-0.8990, 1.8006, 0.1044]]}

---

2.
{"formula": "C2H5N5", "method": "the ωB97M-V functional and the def2-TZVPD basis", "e_above_lowest_kcal_mol": 79.4, "e_homo_ha": -0.3453, "total_energy_ev": -9602.5803, "smiles": "CNc1nnn[nH]1", "homo_lumo_gap_ev": 9.9, "spin_multiplicity": 1, "max_force_ev_per_a": 4.3, "elements": ["C", "C", "H", "H", "H", "H", "H", "N", "N", "N", "N", "N"], "positions_angstrom": [[2.3257, -0.4666, 0.1144], [0.1620, 0.2209, -0.1657], [1.9966, -0.8885, 1.1339], [3.3662, -0.0414, 0.2505], [2.1016, -1.3341, -0.6090], [1.7747, 1.4417, 0.6542], [-0.8350, 2.0971, -0.4154], [1.4558, 0.7299, -0.1788], [-0.2976, -1.0349, -0.1761], [-1.6007, -1.0036, 0.0355], [-2.0080, 0.3014, 0.1991], [-0.8824, 1.0355, 0.0194]]}

---

3.
{"formula": "C2H5N5", "method": "the ωB97M-V functional and the def2-TZVPD basis", "e_above_lowest_kcal_mol": 108.1, "e_homo_ha": -0.3353, "total_energy_ev": -9601.3333, "smiles": "[H]/N=c1/nn[nH]n1C", "homo_lumo_gap_ev": 9.0, "spin_multiplicity": 1, "max_force_ev_per_a": 5.4, "elements": ["C", "C", "H", "H", "H", "H", "H", "N", "N", "N", "N", "N"], "positions_angstrom": [[1.2172, 0.1448, -0.7334], [-0.4310, -0.4735, 0.8574], [1.8724, 0.2506, 0.2570], [1.2885, 1.0216, -1.5399], [1.4390, -0.8973, -1.1724], [-1.2904, 1.3117, -1.3451], [0.3594, -2.4099, 0.9217], [-0.2390, 0.0189, -0.4791], [-0.9058, 1.2463, -0.4267], [-1.7280, 1.1901, 0.7247], [-1.4481, 0.1775, 1.4657], [-0.1342, -1.5807, 1.4701]]}

---

4.
{"formula": "C2H5N5O", "method": "the ωB97M-V functional and the def2-TZVPD basis", "e_above_lowest_kcal_mol": 131.8, "e_homo_ha": -0.2938, "total_energy_ev": -11646.8313, "homo_lumo_gap_ev": 8.7, "spin_multiplicity": 1, "max_force_ev_per_a": 10.9, "elements": ["C", "C", "H", "H", "H", "H", "H", "N", "N", "N", "N", "N", "O"], "positions_angstrom": [[0.3799, 0.9033, 0.3281], [0.2384, -0.3351, -0.6364], [-2.4245, 0.6717, 1.5735], [-1.4192, -0.4848, 2.0654], [3.0598, 0.5629, -1.3442], [-1.3631, -1.3310, 0.2198], [-0.7748, -2.2231, -1.3941], [-1.5182, 0.3041, 1.3516], [-0.2382, 1.2100, 1.3561], [1.9601, 0.7362, -1.3410], [1.3122, -0.4334, -1.2754], [-0.7293, -1.1584, -0.6791], [1.5169, 1.5775, -0.2242]]}

---

5.
{"formula": "C2H5N5O", "method": "the ωB97M-V functional and the def2-TZVPD basis", "e_above_lowest_kcal_mol": 55.4, "e_homo_ha": -0.3467, "total_energy_ev": -11650.1433, "smiles": "Nc1n[nH]nc1NO", "homo_lumo_gap_ev": 10.4, "spin_multiplicity": 1, "max_force_ev_per_a": 2.9, "elements": ["C", "C", "H", "H", "H", "H", "H", "N", "N", "N", "N", "N", "O"], "positions_angstrom": [[-0.8460, -0.0342, -0.0436], [0.5037, -0.2347, -0.3775], [-2.2945, -1.3003, 0.2011], [-2.2936, -0.1143, 1.3017], [-0.0976, 2.4869, -1.6444], [2.2604, -1.0100, -0.4168], [1.9067, -0.1612, 1.5497], [-1.7241, -0.7944, 0.8187], [-1.2673, 1.0862, -0.5519], [-0.2054, 1.6057, -1.1926], [0.8332, 0.8035, -1.1221], [1.4120, -1.2288, 0.0541], [1.8124, -1.1045, 1.4236]]}

---

6.
{"formula": "C2H5N5O", "method": "the ωB97M-V functional and the def2-TZVPD basis", "e_above_lowest_kcal_mol": 75.7, "e_homo_ha": -0.3393, "total_energy_ev": -11649.2639, "smiles": "Cn1nnc(=O)n1N", "homo_lumo_gap_ev": 9.5, "spin_multiplicity": 1, "max_force_ev_per_a": 4.3, "elements": ["C", "C", "H", "H", "H", "H", "H", "N", "N", "N", "N", "N", "O"], "positions_angstrom": [[-1.9285, -0.1089, 0.0613], [1.6419, -0.6140, 0.0423], [-2.5082, -1.1295, -0.0393], [-1.7327, 0.4184, 1.0756], [-2.3723, 0.6262, -0.7145], [1.1784, 1.9505, 0.7878], [1.2521, 1.5798, -0.8922], [-0.4858, -0.5620, -0.2186], [-0.1326, -1.7908, -0.0604], [1.1330, -1.8992, 0.0052], [0.5364, 0.2022, 0.1077], [0.5976, 1.5679, -0.1155], [2.8206, -0.2406, -0.0395]]}